No. 1
Here is a 8-piece molecular cluster, C33H71F8N9O16S8 overall from the OMol25 dataset. Energies are from ωB97M-V/def2-TZVPD.

Bonds (Å) are listed after each position.
Atoms and positions in Å:
1 S -12.032 -1.035 -0.279  S2 2.376, F15 1.642, O23 1.460, O32 1.447, N35 1.678
2 S -10.338 -1.875 1.160  S1 2.376, F10 1.577, O18 1.492, O21 1.467, N35 1.432
3 S -2.886 -4.967 4.963  S7 2.324, F16 1.632, O29 1.464, O31 1.479, N39 1.483
4 S 4.255 6.004 -0.793  S5 2.340, F11 1.627, O17 1.441, O26 1.474, N37 1.491
5 S 3.892 6.657 1.425  S4 2.340, F13 1.639, O19 1.462, O30 1.453, N37 1.740
6 S -3.777 10.563 8.558  S8 2.406, F14 1.577, O22 1.488, O27 1.499, N41 1.721
7 S -2.345 -5.716 2.830  S3 2.324, F9 1.606, O25 1.427, O28 1.451, N39 1.663
8 S -5.295 10.812 6.708  S6 2.406, F12 1.664, O20 1.444, O24 1.506, N41 1.442
9 F -1.185 -6.681 2.279  S7 1.606
10 F -9.626 -1.583 2.537  S2 1.577
11 F 4.160 4.727 -1.797  S4 1.627
12 F -6.857 11.306 6.416  S8 1.664
13 F 2.503 6.574 2.291  S5 1.639
14 F -4.036 9.917 9.974  S6 1.577
15 F -12.937 0.334 -0.314  S1 1.642
16 F -2.670 -5.155 6.569  S3 1.632
17 O 5.691 5.972 -0.682  S4 1.441
18 O -9.132 -1.924 0.283  S2 1.492
19 O 3.937 8.071 1.056  S5 1.462
20 O -4.602 12.009 6.296  S8 1.444
21 O -11.003 -3.132 1.522  S2 1.467
22 O -3.040 11.747 9.075  S6 1.488
23 O -11.313 -0.979 -1.548  S1 1.460
24 O -5.263 9.531 5.916  S8 1.506
25 O -3.537 -6.360 2.383  S7 1.427
26 O 3.667 7.076 -1.617  S4 1.474
27 O -2.911 9.619 7.779  S6 1.499
28 O -1.999 -4.438 2.236  S7 1.451
29 O -4.291 -5.373 4.893  S3 1.464
30 O 4.859 6.247 2.429  S5 1.453
31 O -2.576 -3.522 4.887  S3 1.479
32 O -13.037 -2.072 -0.179  S1 1.447
33 N 9.375 -9.484 -10.967  C42 1.586, C44 1.549, C73 1.552, C74 1.497
34 N -9.793 4.993 7.282  C67 1.369, C68 1.438, C69 1.337
35 N -11.153 -0.699 1.109  S1 1.678, S2 1.432
36 N -8.161 4.594 8.821  C56 1.424, C63 1.489, C67 1.389
37 N 3.410 5.428 0.292  S4 1.491, S5 1.740
38 N -3.184 3.183 -2.297  C53 1.560, C57 1.581, C60 1.509, C71 1.525
39 N -1.923 -5.955 4.421  S3 1.483, S7 1.663
40 N 5.728 -0.745 4.809  C50 1.502, C54 1.601, C59 1.567, C65 1.542
41 N -5.442 10.673 8.136  S6 1.721, S8 1.442
42 C 7.961 -8.865 -10.602  N33 1.586, C64 1.569, H90 1.090, H126 1.090
43 C 2.319 0.863 7.427  C45 1.570, H81 1.090, H114 1.090, H137 1.090
44 C 10.325 -9.596 -9.748  N33 1.549, C46 1.518, H116 1.090, H129 1.090
45 C 3.767 0.712 8.015  C43 1.570, C51 1.546, H84 1.090, H131 1.090
46 C 9.723 -10.742 -8.954  C44 1.518, C48 1.500, H86 1.090, H103 1.090
47 C -10.762 5.410 5.135  C68 1.481, H106 1.090, H128 1.090, H141 1.090
48 C 9.033 -11.612 -9.962  C46 1.500, C73 1.450, H118 1.090, H139 1.090
49 C 4.139 -2.339 4.015  C65 1.503, C72 1.506, H113 1.090, H124 1.090
50 C 5.464 -0.514 3.348  N40 1.502, C72 1.513, H96 1.090, H112 1.090
51 C 4.641 -0.231 7.157  C45 1.546, C59 1.496, H122 1.090, H144 1.090
52 C -5.046 4.327 -3.362  C53 1.591, C58 1.536, H79 1.090, H123 1.090
53 C -4.732 3.064 -2.449  N38 1.560, C52 1.591, H105 1.090, H119 1.090
54 C 7.294 -0.559 5.088  N40 1.601, H76 1.090, H109 1.090, H110 1.090
55 C 6.543 -6.751 -9.878  C64 1.624, C70 1.574, H82 1.090, H101 1.090
56 C -8.500 3.394 8.133  N36 1.424, C69 1.364, H135 1.080
57 C -2.804 4.707 -2.470  N38 1.581, C58 1.549, H87 1.090, H138 1.090
58 C -4.147 5.420 -2.764  C52 1.536, C57 1.549, H89 1.090, H140 1.090
59 C 4.915 0.206 5.752  N40 1.567, C51 1.496, H80 1.090, H132 1.090
60 C -2.776 2.663 -0.940  N38 1.509, H77 1.090, H120 1.090, H145 1.090
61 C -1.725 1.926 -5.618  C62 1.528, C66 1.540, H115 1.090, H136 1.090
62 C -2.752 2.511 -4.650  C61 1.528, C71 1.448, H91 1.090, H142 1.090
63 C -7.203 4.788 9.944  N36 1.489, H102 1.090, H107 1.090, H143 1.090
64 C 8.010 -7.335 -10.254  C42 1.569, C55 1.624, H93 1.090, H108 1.090
65 C 5.291 -2.215 4.972  N40 1.542, C49 1.503, H130 1.090, H133 1.090
66 C -2.300 1.850 -7.045  C61 1.540, H99 1.090, H104 1.090, H121 1.090
67 C -9.065 5.520 8.315  N34 1.369, N36 1.389, H97 1.080
68 C -10.775 5.766 6.572  N34 1.438, C47 1.481, H78 1.090, H134 1.090
69 C -9.492 3.691 7.245  N34 1.337, C56 1.364, H111 1.080
70 C 6.614 -5.179 -9.827  C55 1.574, H85 1.090, H88 1.090, H127 1.090
71 C -2.429 2.271 -3.259  N38 1.525, C62 1.448, H100 1.090, H117 1.090
72 C 4.110 -1.142 3.101  C49 1.506, C50 1.513, H95 1.090, H125 1.090
73 C 9.155 -10.992 -11.267  N33 1.552, C48 1.450, H75 1.090, H83 1.090
74 C 10.106 -8.800 -12.080  N33 1.497, H92 1.090, H94 1.090, H98 1.090
75 H 10.128 -11.300 -11.649  C73 1.090
76 H 7.412 0.524 5.049  C54 1.090
77 H -3.115 1.635 -0.811  C60 1.090
78 H -11.721 5.531 7.060  C68 1.090
79 H -6.106 4.574 -3.296  C52 1.090
80 H 3.937 0.312 5.283  C59 1.090
81 H 1.842 -0.107 7.289  C43 1.090
82 H 5.885 -7.025 -10.703  C55 1.090
83 H 8.379 -11.111 -12.023  C73 1.090
84 H 4.329 1.636 8.145  C45 1.090
85 H 6.949 -4.654 -10.721  C70 1.090
86 H 10.457 -11.255 -8.332  C46 1.090
87 H -2.291 5.107 -1.595  C57 1.090
88 H 5.613 -4.798 -9.625  C70 1.090
89 H -4.092 6.260 -3.455  C58 1.090
90 H 7.526 -8.963 -11.597  C42 1.090
91 H -2.839 3.573 -4.882  C62 1.090
92 H 10.557 -7.944 -11.578  C74 1.090
93 H 8.309 -6.806 -11.159  C64 1.090
94 H 9.401 -8.425 -12.823  C74 1.090
95 H 3.245 -0.480 3.107  C72 1.090
96 H 5.529 0.547 3.105  C50 1.090
97 H -9.072 6.575 8.544  C67 1.080
98 H 10.789 -9.544 -12.489  C74 1.090
99 H -3.104 2.560 -7.242  C66 1.090
100 H -2.587 1.226 -2.991  C71 1.090
101 H 6.168 -7.155 -8.938  C55 1.090
102 H -6.201 4.883 9.526  C63 1.090
103 H 8.983 -10.373 -8.244  C46 1.090
104 H -2.680 0.869 -7.330  C66 1.090
105 H -5.118 3.181 -1.436  C53 1.090
106 H -11.293 4.480 4.933  C47 1.090
107 H -7.265 3.919 10.599  C63 1.090
108 H 8.614 -7.083 -9.382  C64 1.090
109 H 7.946 -1.168 4.462  C54 1.090
110 H 7.336 -0.816 6.146  C54 1.090
111 H -10.067 3.180 6.487  C69 1.080
112 H 6.190 -1.120 2.806  C50 1.090
113 H 4.022 -3.307 3.527  C49 1.090
114 H 1.717 1.399 8.161  C43 1.090
115 H -0.896 2.621 -5.750  C61 1.090
116 H 10.402 -8.672 -9.176  C44 1.090
117 H -1.381 2.513 -3.082  C71 1.090
118 H 9.563 -12.564 -9.912  C48 1.090
119 H -4.959 2.069 -2.833  C53 1.090
120 H -3.237 3.358 -0.238  C60 1.090
121 H -1.607 2.020 -7.869  C66 1.090
122 H 5.650 -0.377 7.543  C51 1.090
123 H -4.861 4.100 -4.412  C52 1.090
124 H 3.222 -2.238 4.594  C49 1.090
125 H 3.986 -1.417 2.053  C72 1.090
126 H 7.344 -9.481 -9.948  C42 1.090
127 H 7.255 -4.858 -9.006  C70 1.090
128 H -11.253 6.216 4.589  C47 1.090
129 H 11.321 -9.744 -10.165  C44 1.090
130 H 6.092 -2.829 4.559  C65 1.090
131 H 3.712 0.184 8.968  C45 1.090
132 H 5.422 1.171 5.730  C59 1.090
133 H 5.208 -2.481 6.026  C65 1.090
134 H -10.543 6.830 6.629  C68 1.090
135 H -8.132 2.433 8.460  C56 1.080
136 H -1.248 1.027 -5.227  C61 1.090
137 H 2.306 1.476 6.526  C43 1.090
138 H -2.123 4.772 -3.318  C57 1.090
139 H 8.026 -11.810 -9.596  C48 1.090
140 H -4.441 5.885 -1.823  C58 1.090
141 H -9.739 5.429 4.757  C47 1.090
142 H -3.679 1.943 -4.720  C62 1.090
143 H -7.544 5.619 10.562  C63 1.090
144 H 4.101 -1.175 7.073  C51 1.090
145 H -1.711 2.884 -0.873  C60 1.090

Properties
Largest force on an atom ... 0.2604 Eh/bohr
DFT total energy ... -189946.51825 eV
Spin multiplicity ... 1

These are the Mulliken partial charges, in e, on atoms 1 to 99: S 1.10; S 0.99; S 1.07; S 1.06; S 1.07; S 1.04; S 1.09; S 1.04; F -0.29; F -0.29; F -0.34; F -0.35; F -0.29; F -0.24; F -0.30; F -0.33; O -0.58; O -0.62; O -0.51; O -0.57; O -0.60; O -0.57; O -0.56; O -0.61; O -0.53; O -0.59; O -0.54; O -0.57; O -0.58; O -0.57; O -0.61; O -0.54; N 0.09; N 0.18; N -0.17; N 0.18; N -0.26; N 0.25; N -0.25; N 0.14; N -0.19; C -0.93; C -1.16; C -0.66; C -0.59; C -0.53; C -1.32; C -0.67; C -0.38; C -0.54; C -0.56; C -0.51; C -0.57; C -0.91; C -0.51; C -0.59; C -0.55; C -0.54; C -0.56; C -1.16; C -0.70; C -0.26; C -0.82; C -0.47; C -0.79; C -1.31; C -0.21; C -0.18; C -0.20; C -1.28; C -1.14; C -0.79; C -0.50; C -0.96; H 0.40; H 0.37; H 0.38; H 0.25; H 0.44; H 0.32; H 0.33; H 0.37; H 0.41; H 0.38; H 0.36; H 0.39; H 0.38; H 0.38; H 0.34; H 0.40; H 0.39; H 0.46; H 0.38; H 0.33; H 0.38; H 0.36; H 0.38; H 0.34; H 0.33


No. 2
Here is one molecule with the formula C8H11NO from the OMol25 dataset. Energies are from ωB97M-V/def2-TZVPD.

Bonds (Å) are listed after each position.
Atoms and positions in Å:
1 O -2.482 0.202 0.288  C4 1.369, C10 1.349
2 N -2.299 -0.257 2.573  C10 1.215, H20 1.067
3 C 1.036 -0.630 2.339  C7 1.502, H13 1.126, H16 1.023, H18 1.130
4 C -1.779 0.307 -0.882  O1 1.369, C6 1.332, H11 1.089
5 C -0.130 0.462 -2.585  C6 1.513, H12 1.040, H14 1.113, H15 1.124
6 C -0.471 0.239 -1.128  C4 1.332, C5 1.513, C9 1.480
7 C 0.325 -0.308 1.056  C3 1.502, C9 1.346
8 C 2.101 0.073 -0.638  C9 1.503, H17 1.157, H19 1.067, H21 1.107
9 C 0.664 0.041 -0.199  C6 1.480, C7 1.346, C8 1.503
10 C -1.865 -0.099 1.449  O1 1.349, N2 1.215
11 H -2.629 0.500 -1.534  C4 1.089
12 H 0.797 0.928 -2.663  C5 1.040
13 H 0.354 -0.445 3.216  C3 1.126
14 H -0.936 0.794 -3.277  C5 1.113
15 H -0.041 -0.479 -3.195  C5 1.124
16 H 1.883 -0.060 2.408  C3 1.023
17 H 2.543 1.090 -0.969  C8 1.157
18 H 1.181 -1.751 2.351  C3 1.130
19 H 2.295 -0.595 -1.448  C8 1.067
20 H -3.312 0.076 2.606  N2 1.067
21 H 2.764 -0.088 0.233  C8 1.107

Properties
Energy relative to the best compared isomer or geometry (same formula, charge and spin) ... 491.7 kJ/mol
Largest force on an atom ... 0.1193 Eh/bohr
Spin multiplicity ... 1

Formally, the natural (NBO) partial charges of the atoms, in units of the elementary charge, are as follows: O -0.51; N -0.73; C -0.71; C 0.15; C -0.63; C -0.10; C 0.12; C -0.65; C -0.15; C 0.62; H 0.20; H 0.21; H 0.26; H 0.23; H 0.21; H 0.22; H 0.22; H 0.23; H 0.23; H 0.36; H 0.23


No. 3
Here is one molecule with the formula C4H10OS from the OMol25 dataset. Energies are from ωB97M-V/def2-TZVPD.

Bonds (Å) are listed after each position.
Atoms and positions in Å:
1 S 0.960 -1.279 -0.067  C3 1.841, H15 1.340
2 O -2.093 -0.441 0.118  C5 1.409, H16 0.944
3 C 0.189 0.390 0.017  S1 1.841, C4 1.549, C5 1.540, C6 1.507
4 C 1.060 1.370 -0.810  C3 1.549, H7 1.083, H10 1.076, H12 1.108
5 C -1.172 0.255 -0.691  O2 1.409, C3 1.540, H9 1.115, H14 1.114
6 C 0.069 0.863 1.442  C3 1.507, H8 1.115, H11 1.079, H13 1.085
7 H 1.207 0.941 -1.793  C4 1.083
8 H -0.729 1.636 1.526  C6 1.115
9 H -0.942 -0.260 -1.652  C5 1.115
10 H 0.550 2.316 -0.868  C4 1.076
11 H -0.195 0.061 2.114  C6 1.079
12 H 2.081 1.505 -0.401  C4 1.108
13 H 1.008 1.289 1.780  C6 1.085
14 H -1.546 1.286 -0.884  C5 1.114
15 H 1.715 -1.087 1.022  S1 1.340
16 H -2.632 -0.958 -0.459  O2 0.944

Properties
SMILES ... CC(C)(S)CO
Energy relative to the best compared isomer or geometry (same formula, charge and spin) ... 20.3 kJ/mol
Largest force on an atom ... 0.0204 Eh/bohr
Spin multiplicity ... 1

Formally, the natural (NBO) partial charges of the atoms, in units of the elementary charge, are as follows: S -0.05; O -0.71; C -0.13; C -0.62; C -0.08; C -0.63; H 0.21; H 0.22; H 0.17; H 0.21; H 0.23; H 0.22; H 0.21; H 0.17; H 0.12; H 0.47